No. 1
{
  "formula": "C2H3N3O3",
  "method": "the ωB97M-V functional and the def2-TZVPD basis",
  "species": ["C", "C", "H", "H", "H", "N", "N", "N", "O", "O", "O"],
  "coordinates": [[1.346153, 1.008197, -0.460632], [-0.498680, -1.366601, 0.196648], [1.767922, 0.206509, 0.155186], [2.004655, 1.234176, -1.324147], [1.166073, 1.885140, 0.180441], [-0.676713, -0.090026, -0.206519], [-1.689944, 0.518935, 0.381307], [-2.260458, -0.275400, 1.107815], [0.133664, 0.564007, -1.056609], [-1.639356, -1.483715, 1.050076], [0.346683, -2.201222, -0.023566]],
  "atomic_forces_ev_per_a": [[0.6266, 0.1706, 0.3686], [-0.3323, -1.4535, 0.8758], [0.1117, 0.0934, -0.2477], [-0.4002, -0.0468, 0.7254], [0.0854, -0.1366, -0.3649], [1.4002, 0.0273, -0.6226], [0.0166, 1.8427, -0.6311], [-1.3224, -0.4851, 1.0120], [-0.5354, -0.0531, -0.7796], [1.6166, -1.1445, -0.5662], [-1.2667, 1.1854, 0.2303]],
  "lowdin_charge": [-0.039, -0.428, 0.092, 0.111, 0.095, -0.102, 0.100, 0.036, -0.060, 0.058, 0.136],
  "energy_ha": -467.86287
}

=====

No. 2
{
  "formula": "C47H31Cl8F5HgIN2OP2S",
  "method": "the ωB97M-V functional and the def2-TZVPD basis",
  "species": ["Hg", "Cl", "C", "C", "Cl", "C", "Cl", "C", "O", "C", "Cl", "C", "Cl", "C", "N", "C", "P", "C", "C", "C", "C", "C", "C", "C", "C", "C", "C", "C", "C", "C", "C", "C", "C", "C", "C", "P", "C", "C", "C", "C", "C", "C", "C", "C", "C", "C", "C", "C", "H", "H", "H", "H", "H", "H", "H", "H", "H", "H", "H", "H", "H", "H", "H", "H", "H", "H", "H", "H", "H", "H", "H", "H", "H", "H", "H", "H", "H", "Cl", "C", "Cl", "Cl", "C", "N", "I", "C", "H", "H", "F", "C", "C", "F", "C", "F", "C", "S", "C", "F", "C", "F"],
  "coordinates": [[0.713902, -1.395249, 0.441321], [-3.316429, -7.758422, 3.669621], [-2.779030, -6.225164, 3.069392], [-1.568048, -6.107153, 2.391029], [-0.591067, -7.513394, 2.139528], [-1.136069, -4.885188, 1.914133], [0.346665, -4.721698, 1.071986], [-1.873888, -3.670898, 2.078621], [-1.485188, -2.540693, 1.646165], [-3.117844, -3.847750, 2.768858], [-4.103877, -2.447314, 2.986718], [-3.544459, -5.077758, 3.242670], [-5.066798, -5.198617, 4.067633], [0.898296, 2.265318, -0.053965], [-0.436313, 2.813044, 0.171757], [-1.119476, 2.257883, 1.314259], [-1.414986, 0.439212, 1.217082], [-2.799312, 0.344982, 0.024383], [-3.418704, -0.893874, -0.162575], [-4.444055, -1.031993, -1.084197], [-4.854007, 0.053943, -1.846864], [-4.236233, 1.283146, -1.678225], [-3.213978, 1.429995, -0.747797], [-2.242051, 0.312816, 2.837535], [-3.525743, 0.802717, 3.058709], [-4.088732, 0.747397, 4.325104], [-3.364735, 0.210457, 5.381396], [-2.081593, -0.269565, 5.168282], [-1.521243, -0.223312, 3.899533], [-0.767147, 4.104996, -0.227584], [-0.234478, 4.639839, -1.410990], [-0.575041, 5.905168, -1.849315], [-1.460637, 6.702658, -1.136286], [-1.983962, 6.196918, 0.041915], [-1.644168, 4.932157, 0.500133], [1.329432, 0.672547, -1.282552], [3.101110, 0.970255, -0.913942], [4.061343, 1.181968, -1.903348], [5.399341, 1.338595, -1.569073], [5.800683, 1.285817, -0.242770], [4.861738, 1.066296, 0.753940], [3.527518, 0.903770, 0.413814], [0.627483, 1.606426, -2.707267], [1.345546, 2.501096, -3.497211], [0.738791, 3.154302, -4.561702], [-0.600669, 2.935664, -4.846785], [-1.326136, 2.048071, -4.064492], [-0.714467, 1.384477, -3.010890], [1.332645, 2.030585, 0.923312], [1.524743, 3.048558, -0.489991], [-2.092263, 2.724425, 1.443511], [-0.560021, 2.409130, 2.251911], [-3.075753, -1.737577, 0.420917], [-4.916978, -1.998219, -1.212411], [-5.648337, -0.060365, -2.575132], [-4.540322, 2.137002, -2.272239], [-2.741050, 2.395273, -0.645188], [-4.097502, 1.210315, 2.231342], [-5.094797, 1.116875, 4.485487], [-3.806599, 0.157478, 6.369185], [-1.514473, -0.697196, 5.985684], [-0.529759, -0.620441, 3.726931], [0.429068, 4.040975, -2.011454], [-0.144203, 6.260631, -2.778692], [-1.728907, 7.691361, -1.486278], [-2.660679, 6.797868, 0.638908], [-2.044645, 4.615093, 1.450784], [3.780466, 1.184947, -2.945949], [6.128634, 1.488491, -2.357059], [6.846387, 1.407514, 0.015293], [5.139300, 1.026842, 1.800871], [2.825715, 0.714384, 1.216413], [2.381903, 2.715204, -3.274282], [1.318520, 3.843221, -5.165133], [-1.077143, 3.454125, -5.670024], [-2.375123, 1.867974, -4.269343], [-1.301615, 0.694914, -2.414362], [4.057579, 1.287690, 4.424864], [3.696344, -1.335638, 4.345615], [3.422538, -1.743196, 5.984395], [5.155213, -1.829286, 3.617317], [2.572782, -1.208478, 3.523956], [1.644059, -1.106779, 2.843509], [2.506412, -0.827447, -4.526053], [1.657537, -0.833397, -2.499735], [0.688804, -1.297333, -2.679401], [2.313460, -1.520833, -1.980055], [3.579832, -5.742188, -4.714532], [3.390259, -5.069264, -3.572336], [4.456018, -4.789670, -2.736644], [5.688160, -5.194727, -3.074205], [4.250488, -4.091373, -1.564472], [5.327047, -3.842878, -0.811210], [2.992892, -3.643779, -1.149759], [2.886921, -2.733992, 0.342386], [1.947112, -3.956067, -2.017140], [0.690439, -3.583981, -1.742391], [2.130791, -4.642880, -3.205226], [1.086815, -4.897777, -3.999579]],
  "atomic_forces_ev_per_a": [[-0.1928, 0.4191, -0.2422], [0.0006, -0.0007, 0.0021], [0.0140, -0.0498, -0.0091], [0.0455, -0.0144, -0.0103], [-0.0035, -0.0211, 0.0035], [-0.0630, 0.2168, -0.0435], [0.1462, -0.2018, 0.0835], [-0.2167, 0.0190, 0.1070], [0.1477, -0.2142, -0.0821], [0.1146, -0.0135, -0.0927], [-0.0319, -0.0218, 0.0008], [-0.0977, 0.0519, 0.0514], [0.0204, -0.0040, -0.0044], [0.2257, -0.0335, -0.0429], [-0.2443, -0.0692, -0.0486], [0.1916, 0.1168, 0.0306], [0.0255, -0.2694, 0.0912], [0.0273, -0.0092, -0.0930], [0.0545, 0.0593, -0.0564], [-0.0094, -0.0420, -0.0015], [-0.0182, 0.0055, -0.0171], [0.0142, 0.0197, 0.0278], [-0.1363, -0.0105, 0.0805], [0.0122, 0.0423, 0.0711], [-0.0220, 0.0484, -0.0205], [0.0121, 0.0146, -0.0090], [-0.0222, 0.0072, 0.0195], [0.0209, -0.0253, -0.0046], [-0.0317, -0.0152, -0.0021], [0.0524, 0.0619, 0.0783], [0.0051, 0.0105, -0.0108], [0.0347, -0.0379, -0.0395], [-0.0245, 0.0157, 0.0212], [-0.0189, 0.0264, 0.0051], [0.0436, -0.0985, -0.0268], [-0.0722, 0.1014, -0.0285], [0.0769, -0.0287, -0.0986], [-0.0125, -0.0510, 0.0274], [0.0005, 0.0013, -0.0255], [0.0576, 0.0179, 0.0257], [-0.0147, 0.0099, 0.0015], [0.0011, 0.0366, 0.0472], [-0.0933, 0.0270, 0.1142], [0.0143, -0.0072, -0.0102], [0.0060, 0.0003, -0.0003], [-0.0087, -0.0012, 0.0098], [-0.0089, 0.0060, -0.0157], [-0.0166, 0.0027, -0.0277], [-0.0732, 0.0409, 0.0267], [0.0038, 0.0017, 0.0678], [-0.0611, -0.0450, -0.0037], [0.0026, 0.0284, -0.0432], [-0.0012, -0.0297, 0.0042], [0.0015, 0.0092, 0.0003], [0.0034, -0.0014, 0.0044], [0.0010, -0.0067, 0.0015], [0.0414, 0.0430, -0.0154], [0.0016, -0.0110, 0.0036], [0.0061, -0.0049, -0.0009], [0.0013, 0.0024, -0.0020], [-0.0068, 0.0106, 0.0013], [0.0079, -0.0073, -0.0090], [-0.0129, 0.0177, 0.0154], [-0.0102, 0.0085, 0.0062], [0.0005, -0.0050, 0.0019], [0.0035, 0.0030, -0.0080], [-0.0087, -0.0082, 0.0125], [-0.0048, 0.0146, -0.0002], [0.0008, 0.0056, 0.0128], [-0.0111, -0.0011, -0.0038], [-0.0052, -0.0167, 0.0035], [0.0170, -0.0184, 0.0074], [0.0284, -0.0150, 0.0083], [-0.0040, -0.0034, 0.0008], [0.0051, -0.0036, -0.0037], [0.0056, 0.0029, 0.0017], [0.0537, -0.0084, -0.0156], [0.0044, 0.0090, -0.0051], [-0.0983, 0.0895, -0.0717], [0.0417, -0.0067, 0.0636], [0.0839, -0.0541, 0.0011], [0.0073, -0.0548, 0.0002], [0.0167, 0.1023, 0.0134], [-0.0056, -0.0336, -0.0755], [0.0028, 0.0566, -0.0460], [-0.0042, -0.0103, 0.0164], [0.0186, -0.0120, 0.0218], [0.0106, -0.0434, -0.0762], [-0.0090, 0.0552, 0.0859], [-0.1007, 0.0258, 0.0055], [0.0622, -0.0340, -0.0357], [0.0246, -0.0117, -0.0403], [0.0533, 0.0191, 0.0481], [0.0324, 0.0594, 0.0277], [-0.0519, -0.1680, 0.1052], [-0.0305, -0.0769, -0.0374], [-0.0855, 0.0143, 0.0736], [0.0959, -0.0024, 0.0654], [-0.0597, -0.0238, -0.0509]],
  "lowdin_charge": [0.772, 0.607, -0.739, -0.710, 0.645, -0.605, 0.720, -0.499, -0.222, -0.584, 0.758, -0.711, 0.627, -0.245, -0.175, -0.331, 1.051, -0.355, -0.091, -0.078, -0.100, -0.098, -0.102, -0.394, -0.124, -0.115, -0.109, -0.081, -0.098, -0.227, -0.021, -0.094, -0.130, -0.113, -0.038, 0.829, -0.347, -0.123, -0.093, -0.091, -0.076, -0.121, -0.376, -0.144, -0.102, -0.100, -0.078, -0.090, 0.066, 0.082, 0.067, 0.114, 0.063, 0.102, 0.094, 0.100, 0.089, 0.106, 0.096, 0.095, 0.104, 0.068, 0.072, 0.098, 0.086, 0.094, 0.093, 0.016, 0.095, 0.095, 0.050, 0.062, 0.095, 0.099, 0.093, 0.096, 0.094, -0.283, -1.354, 0.595, 0.610, -0.424, 0.117, 0.658, -0.783, -0.025, -0.082, 0.102, -0.154, -0.149, 0.102, -0.250, 0.072, -0.555, 0.569, -0.286, 0.016, -0.166, 0.108],
  "charge": -2,
  "s_squared": 0.76,
  "multiplicity": 2,
  "energy_ha": -7707.26411
}